A 4-piece molecular cluster, C17H44O16P3S overall. Source: the OMol25 dataset; level of theory: wB97M-V/def2-TZVPD.

Output
- LUMO (eV) = -1.4
- total energy (eV) = -89786.3920
- HOMO (eV) = -3.095
- frontier orbital gap (eV) = 1.7
- net charge = -1

The geometry in XYZ format:
```
81
C17H44O16P3S wB97M-V/def2-TZVPD
O -6.52063 4.08866 -4.46745
O 1.82219 -8.32101 0.54689
P 2.82019 3.95158 5.65373
O -4.69205 2.98210 -5.49522
H -0.84458 1.29392 0.00975
H 0.36873 3.96356 7.23188
H 2.04854 -5.82457 -0.34274
H 3.46644 -9.23076 1.71433
C 1.04767 -6.14199 -0.64051
H 0.80638 2.02747 5.86446
H -1.27611 0.02059 -1.31820
P -6.06537 2.44611 -4.76343
O 2.48348 3.92236 7.35043
H -3.79691 1.64894 -6.79050
H 3.72948 -6.84241 1.52343
C 2.14965 3.61914 3.03117
H -2.67872 0.98735 -2.81129
P 1.04617 -7.60604 1.66047
C 3.26009 -6.27854 2.32975
O 1.42016 4.50726 5.36291
O -5.61002 0.80353 -5.05936
O -0.82026 1.97858 -2.09010
H 1.67981 2.50474 -1.56270
H -2.51775 2.85110 -3.23998
O 2.77139 1.73646 0.12124
H 1.11553 -6.92364 -1.40551
H -3.71928 3.36030 -7.24827
H 1.15239 5.11936 8.34744
H 4.47099 1.48037 2.34884
H 1.08514 3.39160 8.73126
C 0.97823 0.32518 -1.18511
H -4.16648 3.04406 -1.43669
H 3.58489 -9.36760 3.46241
O 1.85616 -6.28620 2.21794
H 4.68984 2.41997 -0.80266
H 0.02062 -1.16548 0.24633
H 3.56573 -6.68497 3.30178
H 1.47607 4.46660 2.86109
H -8.01866 4.70060 -5.74968
O -7.22880 2.32573 -5.75608
O 3.15696 3.98078 3.95710
H 1.85923 1.35914 7.15247
H 1.57943 2.75255 3.37031
H -3.54291 1.43756 -0.56882
H -2.50524 3.06714 -0.41917
H 4.80969 3.25087 1.64024
C 2.13877 1.47317 -1.17778
H 1.53608 -0.36904 1.03036
C -4.35760 2.59171 -6.80645
C -0.54068 0.93216 -1.08649
H 4.67093 0.61727 -0.25335
H -6.84480 -0.70761 -5.68422
O 2.95468 -1.86445 -1.76192
H 2.54011 -10.49173 2.57823
H 0.53215 -5.28579 -1.07747
S 2.04275 -2.33129 -0.59954
H 3.61044 -5.24573 2.26692
H -6.59001 0.55700 -6.92128
C 1.20167 4.11577 7.92072
C 1.12448 -0.77449 0.01464
H 2.62274 3.36794 2.08099
C -6.96267 4.90243 -5.53758
H -5.24404 2.49001 -7.43279
O 2.84530 2.30657 5.60768
O 0.92128 -3.29180 -1.15720
H 1.76543 0.57611 5.56426
H 2.76806 -2.96072 0.42429
H 6.13356 1.84386 1.45382
O 0.29449 -6.60956 0.46262
C 4.25812 1.69103 0.00941
H 2.97725 1.19030 -1.96511
C 1.75919 1.54158 6.07537
C -2.27074 2.01496 -2.42792
C -3.20879 2.42274 -1.10640
O 1.79784 -8.60250 2.85842
C 4.96959 2.08993 1.46225
H -5.29601 -0.56655 -6.53178
C -6.12752 -0.00004 -6.10442
H -6.87170 5.94830 -5.24154
C 2.89795 -9.46113 2.61721
H -6.36582 4.74751 -6.43809
```